The following is a DFT calculation (wB97M-V/def2-TZVPD) of a 2-piece molecular cluster, C6H13NO3 overall.

Calculated values
highest occupied orbital energy	-9.901	eV
energy relative to the best compared isomer or geometry (same formula, charge and spin)	59.6	kJ/mol
E_tot	-516.9164	Ha

Structure (XYZ):
```
23
Properties=species:S:1:pos:R:3:forces:R:3
C 1.639226 0.921896 1.451001 -0.147 -0.197 -0.294
C 1.425420 0.004943 0.248147 0.154 -0.174 0.409
H -2.678025 0.828428 2.124990 0.068 0.027 -0.107
N -2.626161 0.162131 1.373119 -0.157 -0.130 0.202
H -0.416741 -0.255209 -2.012929 -0.039 0.023 -0.015
C 2.663510 -0.834854 -0.045700 -0.457 0.199 -0.035
H 0.392173 1.350486 -0.706478 0.082 -0.168 -0.029
C -2.038261 -0.734595 -0.759180 -0.019 -0.220 -0.222
O -1.435305 1.502468 -0.014672 0.039 0.145 -0.178
C -1.489764 -0.447510 -2.108292 0.072 -0.181 -0.177
H 2.484407 -1.466867 -0.911306 0.026 -0.102 -0.080
H 0.577770 -0.673938 0.468915 0.176 0.050 0.014
H -3.026423 -0.758421 1.476576 0.041 0.078 -0.003
H 2.906431 -1.460161 0.808558 0.058 -0.088 0.083
H 0.749969 1.526748 1.619781 -0.065 0.068 0.071
O -2.497726 -1.792020 -0.391427 0.086 0.256 -0.057
C -1.990511 0.447572 0.229709 -0.216 -0.081 0.520
H 2.479324 1.586275 1.263019 0.104 0.070 -0.019
H 3.502984 -0.180533 -0.264658 0.120 0.074 -0.007
H -1.661452 -1.281214 -2.782771 -0.074 -0.040 0.042
H 1.842549 0.336051 2.343478 0.022 -0.045 0.145
O 1.129044 0.751027 -0.913002 0.144 0.350 -0.220
H -1.932439 0.467297 -2.496879 -0.020 0.084 -0.042
```
Positions in Å, forces in eV/Å.